Entry 1
The following is a DFT calculation (wB97M-V/def2-TZVPD) of C6H9FN2 in the gas phase.

XYZ file:
```
18
Properties=species:S:1:pos:R:3
C -1.274 -0.412 -0.550
C -1.167 -0.616 0.809
C 0.026 1.730 -0.317
C -0.186 0.411 -1.031
C 0.417 0.030 -2.348
C 0.889 -0.915 2.312
N 0.031 -0.068 1.344
N 0.744 0.620 0.356
F -2.081 -1.171 1.633
H -1.909 -0.837 -1.360
H 0.701 2.374 -0.825
H -0.932 2.076 0.225
H 1.437 -0.363 -2.181
H 0.510 1.004 -2.953
H -0.369 -0.507 -2.781
H 1.617 -1.414 1.733
H 1.347 -0.410 3.071
H 0.198 -1.531 2.863
```

**HOMO-LUMO gap**: 9.050 eV
**SMILES string**: CN1C(F)=C[C@@]2(C)CN12

Entry 2
The following is a DFT calculation (wB97M-V/def2-TZVPD) of C6H9FN2 in the gas phase.

XYZ file:
```
18
Properties=species:S:1:pos:R:3
C -0.420 -1.417 0.525
C -1.491 -0.627 0.247
C 0.814 -0.231 -1.361
C 0.810 -0.716 0.034
C 2.176 -0.685 0.641
C -1.793 1.805 0.099
N -1.122 0.610 -0.264
N 0.277 0.683 -0.343
F -2.765 -0.921 0.507
H -0.483 -2.500 0.732
H 1.772 0.106 -1.685
H 0.312 -0.626 -2.214
H 2.996 -0.741 -0.066
H 2.475 -1.511 1.294
H 2.170 0.255 1.331
H -2.724 1.814 0.544
H -1.241 2.379 0.773
H -1.762 2.323 -0.795
```

**HOMO-LUMO gap**: 8.878 eV
**SMILES string**: CN1C(F)=C[C@@]2(C)CN12

Energies, relative to the best one, in kcal/mol: entry 1 4.5; entry 2 0.0.

Entry 1
The following is a DFT calculation (wB97M-V/def2-TZVPD) of C4HLiO4Tl as an isolated structure.

XYZ file:
```
11
Properties=species:S:1:pos:R:3
O -1.287 -3.477 0.033
C -1.395 -4.544 0.392
C -0.733 1.455 0.874
C -1.059 2.000 -0.200
H -1.788 2.321 -0.929
Tl -1.350 -0.947 -0.439
O 1.757 1.699 -0.371
C 1.383 0.801 0.417
O 1.102 -0.322 -0.081
O 0.504 1.269 1.369
Li 2.865 -0.254 -1.065
```

**Net charge**: +1
**HOMO-LUMO gap**: 8.842 eV

Entry 2
The following is a DFT calculation (wB97M-V/def2-TZVPD) of C4HLiO4Tl as an isolated structure.

XYZ file:
```
11
Properties=species:S:1:pos:R:3
O 2.370 2.029 0.710
C 3.273 2.283 1.342
C 0.147 -0.781 -1.517
C -0.961 -0.313 -1.900
H -1.514 0.348 -2.551
Li 0.819 1.265 -0.533
O -1.780 -1.281 0.287
C -0.548 -1.247 0.571
O -0.125 -0.190 1.109
O 0.202 -1.682 -0.498
Tl -1.883 -0.432 2.980
```

**Net charge**: +1
**HOMO-LUMO gap**: 8.696 eV

Energies, relative to the best one, in kcal/mol: entry 1 0.0; entry 2 11.0.

Entry 1
The following is a DFT calculation (wB97M-V/def2-TZVPD) of C21H23NO6 in the gas phase.

XYZ file:
```
51
Properties=species:S:1:pos:R:3
C -6.725 -1.341 -1.241
C -6.034 -0.198 -0.587
C -6.526 1.031 -0.305
O -5.616 1.842 0.301
C -4.486 1.118 0.421
C -3.287 1.507 0.983
C -2.263 0.570 0.994
C -2.411 -0.728 0.449
C -3.639 -1.093 -0.105
C -4.674 -0.176 -0.119
H -3.792 -2.081 -0.505
C -1.280 -1.626 0.528
C -0.172 -1.230 1.210
C -0.037 0.139 1.690
O 0.980 0.593 2.175
O -1.095 0.972 1.552
C 1.026 -2.102 1.455
H 1.513 -1.783 2.376
H 0.741 -3.149 1.532
C 1.996 -1.929 0.285
O 2.020 -2.684 -0.666
N 2.766 -0.836 0.401
H 2.670 -0.251 1.222
C 3.726 -0.451 -0.600
C 5.128 -0.499 -0.017
O 5.402 -0.869 1.092
O 6.055 -0.124 -0.906
H 6.940 -0.191 -0.513
C 3.380 0.894 -1.263
H 2.476 0.740 -1.856
H 4.193 1.152 -1.945
C 3.133 2.060 -0.297
C 2.634 3.264 -1.096
H 1.722 3.019 -1.637
H 2.421 4.097 -0.430
H 3.386 3.582 -1.815
C 4.388 2.439 0.483
H 4.698 1.639 1.149
H 5.206 2.667 -0.198
H 4.195 3.319 1.093
H 2.351 1.780 0.417
H 3.691 -1.233 -1.373
C -1.355 -2.967 -0.131
H -1.880 -3.677 0.509
H -1.891 -2.895 -1.074
H -0.361 -3.347 -0.342
H -3.133 2.486 1.404
H -7.495 1.456 -0.480
H -7.748 -1.073 -1.491
H -6.202 -1.627 -2.152
H -6.738 -2.204 -0.576
```

**HOMO-LUMO gap**: 8.390 eV
**SMILES string**: Cc1coc2cc3oc(=O)c(CC(=O)N[C@@H](CC(C)C)C(=O)O)c(C)c3cc12

Entry 2
The following is a DFT calculation (wB97M-V/def2-TZVPD) of C21H23NO6 in the gas phase.

XYZ file:
```
51
Properties=species:S:1:pos:R:3
C -1.610 -2.418 2.946
H -1.430 -3.488 2.961
H -0.790 -1.910 3.446
H -2.528 -2.203 3.487
C -1.721 -1.920 1.507
C -0.403 -2.145 0.758
H 0.396 -1.586 1.240
H -0.480 -1.805 -0.273
H -0.148 -3.201 0.759
C -2.882 -2.602 0.781
C -3.162 -1.960 -0.559
O -3.628 -2.605 -1.494
C -2.898 -0.541 -0.621
C -2.348 0.130 0.488
C -2.165 1.504 0.463
C -2.467 2.220 -0.692
C -3.009 1.575 -1.801
C -3.238 0.208 -1.776
O -3.761 -0.379 -2.852
H -3.855 -1.345 -2.659
H -3.243 2.139 -2.688
O -2.199 3.544 -0.862
C -1.500 4.237 0.149
C -0.140 3.622 0.526
O 0.366 3.848 1.600
N 0.377 2.839 -0.452
C 1.339 1.827 -0.316
C 1.351 0.811 -1.268
C 2.241 -0.238 -1.154
C 3.136 -0.296 -0.092
C 3.124 0.729 0.844
C 2.237 1.786 0.743
H 2.228 2.568 1.484
H 3.818 0.704 1.672
C 4.123 -1.423 0.007
H 3.648 -2.363 -0.281
H 4.498 -1.510 1.027
C 5.313 -1.195 -0.932
O 4.878 -1.362 -2.263
H 5.599 -1.147 -2.862
H 5.712 -0.183 -0.778
H 6.106 -1.921 -0.698
H 2.252 -1.021 -1.896
H 0.651 0.842 -2.092
H -0.157 2.786 -1.311
H -2.094 4.322 1.067
H -1.341 5.243 -0.250
H -1.748 1.967 1.342
O -1.965 -0.510 1.606
H -3.796 -2.506 1.377
H -2.683 -3.665 0.642
```

**HOMO-LUMO gap**: 8.786 eV
**SMILES string**: CC1(C)CC(=O)c2c(O)cc(OCC(=O)Nc3ccc(CCO)cc3)cc2O1

Energies, relative to the best one, in kcal/mol: entry 1 0.0; entry 2 18.6.